Model one:
Entry from the Open Molecules 2025 dataset: C21H21CaO2SiTe4 as an isolated structure (wB97M-V/def2-TZVPD).

The geometry in XYZ format:
```
50
Properties=species:S:1:pos:R:3:nbo_charge:R:1
Ca -0.72 -0.03 -0.33 1.705
Te -1.56 2.76 -1.00 -0.773
Te 1.13 3.29 -0.66 -0.125
Te 1.88 0.81 -1.63 -0.254
Te 4.57 0.76 -1.63 -0.619
C 2.59 0.54 2.51 -0.744
C 1.11 0.33 2.65 0.655
C 0.53 -0.21 3.94 -0.723
O 0.38 0.60 1.72 -0.655
H 3.15 0.17 3.36 0.210
H 2.74 1.61 2.38 0.270
H 2.94 0.09 1.57 0.286
H 1.20 -0.09 4.78 0.221
H 0.35 -1.28 3.78 0.248
H -0.42 0.27 4.13 0.241
O -0.92 -1.98 -1.02 -1.384
Si -2.21 -2.86 -0.61 1.885
C -1.78 -4.46 0.29 -0.504
C -1.81 -4.55 1.69 -0.198
C -1.40 -5.71 2.35 -0.225
C -0.95 -6.80 1.63 -0.214
C -0.91 -6.73 0.24 -0.244
C -1.32 -5.58 -0.41 -0.121
C -3.24 -3.34 -2.10 -0.427
C -4.00 -4.50 -2.18 -0.233
C -4.74 -4.80 -3.32 -0.216
C -4.72 -3.93 -4.40 -0.218
C -3.96 -2.78 -4.35 -0.221
C -3.22 -2.48 -3.21 -0.193
C -3.38 -1.92 0.60 -0.489
C -4.54 -2.65 0.92 -0.136
C -5.52 -2.16 1.76 -0.235
C -5.40 -0.90 2.32 -0.217
C -4.28 -0.14 2.04 -0.201
C -3.29 -0.65 1.20 -0.217
H -2.16 -3.71 2.27 0.210
H -1.44 -5.75 3.43 0.204
H -0.64 -7.70 2.14 0.205
H -0.56 -7.58 -0.34 0.206
H -1.27 -5.54 -1.50 0.206
H -4.02 -5.20 -1.35 0.209
H -5.33 -5.71 -3.36 0.202
H -5.29 -4.16 -5.29 0.204
H -3.93 -2.10 -5.19 0.210
H -2.61 -1.59 -3.18 0.221
H -4.68 -3.64 0.49 0.202
H -6.40 -2.77 1.97 0.207
H -6.17 -0.51 2.97 0.208
H -4.15 0.85 2.45 0.218
H -2.46 0.04 1.07 0.155
```

Net charge: -1
LUMO level in hartree: 0.08106
Multiplicity: 1
Highest occupied orbital energy in eV: -3.387
Gap between HOMO and LUMO in eV: 5.59


Model two:
Entry from the Open Molecules 2025 dataset: C21H21CaO2SiTe4 as an isolated structure (wB97M-V/def2-TZVPD).

The geometry in XYZ format:
```
50
Properties=species:S:1:pos:R:3:nbo_charge:R:1
Ca -2.08 -0.64 2.08 1.707
Te -1.04 -3.29 3.17 -0.773
Te -3.31 -3.94 1.82 -0.128
Te -5.20 -2.44 3.06 -0.114
Te -5.04 -0.07 1.77 -0.746
C 0.67 0.12 4.30 -0.747
C -0.67 0.41 4.90 0.648
C -0.82 0.82 6.34 -0.722
O -1.68 0.31 4.22 -0.640
H 1.50 0.24 4.99 0.218
H 0.82 0.77 3.44 0.259
H 0.65 -0.91 3.93 0.275
H 0.12 0.88 6.87 0.214
H -1.48 0.10 6.82 0.257
H -1.32 1.79 6.35 0.248
O -0.94 -0.14 0.37 -1.433
Si -0.06 0.07 -0.97 1.923
C 0.57 -1.61 -1.51 -0.425
C -0.12 -2.74 -1.07 -0.202
C 0.28 -4.01 -1.47 -0.207
C 1.37 -4.17 -2.31 -0.223
C 2.08 -3.05 -2.75 -0.237
C 1.67 -1.78 -2.34 -0.216
C -1.09 0.89 -2.30 -0.509
C -0.58 1.18 -3.56 -0.133
C -1.36 1.78 -4.54 -0.254
C -2.69 2.08 -4.27 -0.224
C -3.23 1.79 -3.02 -0.210
C -2.43 1.20 -2.04 -0.188
C 1.46 1.15 -0.69 -0.494
C 2.51 0.65 0.09 -0.187
C 3.64 1.41 0.38 -0.232
C 3.73 2.71 -0.10 -0.222
C 2.71 3.23 -0.88 -0.247
C 1.59 2.46 -1.17 -0.138
H -0.96 -2.63 -0.40 0.229
H -0.26 -4.88 -1.12 0.209
H 1.68 -5.16 -2.62 0.200
H 2.94 -3.17 -3.39 0.199
H 2.24 -0.92 -2.67 0.201
H 0.45 0.94 -3.79 0.193
H -0.94 2.00 -5.52 0.200
H -3.31 2.55 -5.03 0.200
H -4.26 2.01 -2.80 0.208
H -2.86 0.95 -1.08 0.233
H 2.46 -0.37 0.46 0.216
H 4.43 0.99 0.98 0.203
H 4.61 3.31 0.12 0.201
H 2.78 4.24 -1.26 0.202
H 0.80 2.88 -1.77 0.206
```

Net charge: -1
LUMO level in hartree: 0.08151
Multiplicity: 1
Highest occupied orbital energy in eV: -3.906
Gap between HOMO and LUMO in eV: 6.12


Which structure is most stable, and how do the rest compare? From most to least stable: model two, model one.


Model one:
Entry from the Open Molecules 2025 dataset: a 2-piece molecular cluster, CH7N2O overall (wB97M-V/def2-TZVPD).

The geometry in XYZ format:
```
11
Properties=species:S:1:pos:R:3:nbo_charge:R:1
N -2.39 -1.43 0.52 -1.089
H -1.96 -0.52 0.66 0.371
H -2.97 -1.30 -0.31 0.331
H -1.58 -1.94 0.17 0.378
N 0.65 -0.68 -0.17 -0.953
C 0.88 0.79 0.29 0.150
O 1.18 1.60 -0.70 -0.933
H 1.60 -1.05 -0.27 0.321
H 0.44 -0.52 -1.16 0.339
H 1.69 0.67 1.06 0.045
H -0.06 1.01 0.83 0.041
```

Net charge: -1
LUMO level in hartree: 0.17103
Multiplicity: 1
Highest occupied orbital energy in eV: -2.581
Gap between HOMO and LUMO in eV: 7.24


Model two:
Entry from the Open Molecules 2025 dataset: a 2-piece molecular cluster, CH7N2O overall (wB97M-V/def2-TZVPD).

The geometry in XYZ format:
```
11
Properties=species:S:1:pos:R:3:nbo_charge:R:1
O 0.35 0.71 -2.10 -1.357
H -0.21 1.43 -2.42 0.402
N -1.22 -0.07 0.38 -0.887
C -0.06 -0.78 0.84 -0.054
N 1.24 -0.17 0.50 -0.884
H -1.05 0.09 -0.62 0.417
H -1.22 0.85 0.80 0.325
H -0.04 -1.78 0.41 0.157
H -0.08 -1.02 1.91 0.135
H 1.15 0.78 0.83 0.319
H 1.13 -0.05 -0.52 0.426
```

Net charge: -1
LUMO level in hartree: 0.17201
Multiplicity: 1
Highest occupied orbital energy in eV: -2.963
Gap between HOMO and LUMO in eV: 7.64


Model three:
Entry from the Open Molecules 2025 dataset: a 2-piece molecular cluster, CH7N2O overall (wB97M-V/def2-TZVPD).

The geometry in XYZ format:
```
11
Properties=species:S:1:pos:R:3:nbo_charge:R:1
N 1.15 -1.01 1.45 -1.137
H 0.88 -0.78 0.47 0.427
H 0.54 -1.78 1.71 0.342
H 2.09 -1.39 1.44 0.321
N -0.39 1.56 -0.37 -0.911
C -1.05 0.34 -0.97 0.136
O -0.32 -0.78 -0.93 -0.959
H 0.46 1.69 -0.92 0.319
H -0.04 1.20 0.51 0.342
H -1.32 0.68 -2.00 0.059
H -2.01 0.27 -0.40 0.059
```

Net charge: -1
LUMO level in hartree: 0.17989
Multiplicity: 1
Highest occupied orbital energy in eV: -2.686
Gap between HOMO and LUMO in eV: 7.58


Which structure is most stable, and how do the rest compare? From most to least stable: model three, model two, model one.


Model one:
Entry from the Open Molecules 2025 dataset: a 4-piece molecular cluster, CH9O3S overall (wB97M-V/def2-TZVPD).

The geometry in XYZ format:
```
14
Properties=species:S:1:pos:R:3:nbo_charge:R:1
C 0.61 -0.09 -1.64 -0.741
S 0.14 0.14 0.12 -0.750
H -0.17 -0.49 -2.30 0.173
H 0.91 0.84 -2.13 0.175
H 1.42 -0.82 -1.73 0.183
H 2.29 1.07 1.99 0.501
H 3.25 2.28 1.88 0.461
O 2.94 1.57 2.47 -0.971
H 0.24 -2.93 0.42 0.466
H -0.62 -2.11 -0.41 0.492
O -0.36 -3.04 -0.31 -0.984
H -2.63 1.63 -0.89 0.502
H -3.55 0.35 -0.43 0.485
O -3.49 1.25 -0.70 -0.991
```

Net charge: -1
LUMO level in hartree: 0.13807
Multiplicity: 1
Highest occupied orbital energy in eV: -3.165
Gap between HOMO and LUMO in eV: 6.92


Model two:
Entry from the Open Molecules 2025 dataset: a 4-piece molecular cluster, CH9O3S overall (wB97M-V/def2-TZVPD).

The geometry in XYZ format:
```
14
Properties=species:S:1:pos:R:3:nbo_charge:R:1
C 0.23 -1.15 -0.03 -0.765
S 0.92 0.41 0.47 -0.687
H -0.98 -1.23 -0.06 0.160
H 0.58 -2.03 0.49 0.178
H 0.65 -1.44 -1.05 0.137
H -2.11 1.40 -2.17 0.448
H -1.33 0.75 -1.09 0.495
O -2.21 1.15 -1.25 -0.955
H 1.32 -0.91 -2.67 0.483
H 0.38 -1.47 -3.49 0.456
O 1.34 -1.37 -3.55 -0.941
H -0.24 0.77 3.41 0.503
H -1.61 0.33 4.03 0.463
O -0.76 0.75 4.22 -0.976
```

Net charge: -1
LUMO level in hartree: 0.13076
Multiplicity: 1
Highest occupied orbital energy in eV: -2.985
Gap between HOMO and LUMO in eV: 6.54


Model three:
Entry from the Open Molecules 2025 dataset: a 4-piece molecular cluster, CH9O3S overall (wB97M-V/def2-TZVPD).

The geometry in XYZ format:
```
14
Properties=species:S:1:pos:R:3:nbo_charge:R:1
C -0.16 0.46 1.19 -0.782
S 0.70 -0.95 0.60 -0.685
H -0.02 1.65 0.92 0.149
H -0.18 0.35 2.35 0.179
H -1.18 0.31 0.81 0.170
H -0.51 -0.34 -3.38 0.459
H 0.18 0.49 -2.40 0.485
O -0.62 0.59 -2.98 -0.954
H -3.55 -1.25 0.56 0.480
H -3.86 0.29 0.55 0.473
O -4.18 -0.61 0.99 -0.954
H 3.24 0.41 0.35 0.500
H 3.15 1.74 -0.29 0.459
O 3.85 1.13 -0.03 -0.979
```

Net charge: -1
LUMO level in hartree: 0.13291
Multiplicity: 1
Highest occupied orbital energy in eV: -2.823
Gap between HOMO and LUMO in eV: 6.44


Which structure is most stable, and how do the rest compare? From most to least stable: model one, model two, model three.